No. 1
Density functional theory data (ωB97M-V/def2-TZVPD) for a structure of composition C9H5Br4NO2PtS2Te4 at a distorted geometry.

```
28
Properties=species:S:1:pos:R:3:nbo_charge:R:1
Pt -0.23 -0.20 0.72 0.620
Br 0.17 6.57 -1.56 0.014
C 0.71 4.80 -1.12 -0.178
C 2.01 4.38 -1.30 -0.158
Br 3.34 5.60 -1.91 0.014
C 2.36 3.05 -1.02 -0.264
Br 4.12 2.41 -1.28 0.006
C 1.43 2.09 -0.56 0.374
O 1.70 0.86 -0.41 -0.773
C 0.10 2.59 -0.24 0.249
O -0.76 1.81 0.37 -0.789
C -0.23 3.89 -0.59 -0.214
Br -2.02 4.40 -0.26 0.034
Te -3.81 -0.30 -1.20 0.337
Te -5.50 1.67 -0.70 -0.355
Te -5.04 -1.70 -3.08 -0.504
Te -1.48 -1.69 -0.74 0.223
S 1.61 -1.25 2.23 -0.320
C 0.38 -2.02 1.26 -0.359
N -0.55 -2.95 1.89 -0.694
C -0.01 -4.30 1.83 -0.235
C 0.46 -4.54 0.39 -0.556
S 0.83 -2.91 -0.30 0.328
H -0.66 -2.63 2.84 0.393
H -0.80 -5.01 2.08 0.195
H 0.83 -4.44 2.52 0.176
H -0.30 -5.02 -0.23 0.220
H 1.36 -5.16 0.37 0.218
```

Its total charge is -2. Its frontier orbital gap (spin up / spin down) is 3.0 / 3.0 eV. The spin multiplicity is 1. Its strongest force on any atom is 0.0274 Eh/bohr. The HOMO energy (spin up / spin down) is -0.035 / -0.035 Ha.



No. 2
Density functional theory data (ωB97M-V/def2-TZVPD) for an isolated molecule of C9H5ClF4O at a distorted geometry.

```
20
Properties=species:S:1:pos:R:3:nbo_charge:R:1
F -2.03 -3.31 0.34 -0.300
C -2.19 -2.23 -0.47 0.847
F -2.69 -2.68 -1.64 -0.306
O -2.88 -1.16 0.16 -0.422
C -1.59 -0.97 -0.37 0.233
C -0.53 -0.15 -0.45 -0.080
C 0.68 -0.77 -0.90 -0.197
C 1.75 -0.82 -0.11 -0.221
C 1.60 -0.25 1.19 -0.202
C 0.73 0.75 1.43 -0.168
C -0.22 1.20 0.33 -0.343
C 0.42 2.36 -0.49 0.707
F -0.25 2.64 -1.64 -0.324
F 1.66 2.18 -0.86 -0.297
Cl 0.23 3.70 0.68 -0.057
H 0.68 -1.13 -1.91 0.222
H 2.58 -1.44 -0.42 0.225
H 2.39 -0.44 1.81 0.210
H 0.66 1.04 2.42 0.220
H -1.01 1.49 0.90 0.253
```

Its frontier orbital gap is 8.8 eV. The spin multiplicity is 1. Its strongest force on any atom is 0.0758 Eh/bohr. The structure (SMILES) is FC1(F)O/C1=C1/C=CC=C[C@H]1C(F)(F)Cl. The HOMO energy is -0.332 Ha.



No. 3
Density functional theory data (ωB97M-V/def2-TZVPD) for a structure of composition C9H5GaNO4 at a distorted geometry.

```
20
Properties=species:S:1:pos:R:3:nbo_charge:R:1
Ga -0.08 -1.55 -1.93 1.446
O -1.52 4.41 -1.79 -0.408
C -1.30 3.30 -2.00 0.420
C 1.80 -1.42 -1.96 0.439
O 2.92 -1.14 -1.93 -0.070
C -1.94 -1.79 -1.55 0.456
O -3.09 -1.79 -1.31 -0.075
C -0.48 -0.30 -4.29 0.531
O -0.60 0.05 -5.36 -0.231
C 0.70 0.11 3.16 -0.073
C 0.61 1.27 2.37 -0.159
C 0.26 1.11 1.01 0.030
N 0.05 -0.09 0.48 -0.432
C 0.07 -1.20 1.23 -0.008
C 0.42 -1.14 2.60 -0.187
H 0.99 0.17 4.21 0.292
H 0.79 2.26 2.77 0.298
H 0.15 2.00 0.38 0.263
H -0.19 -2.15 0.74 0.176
H 0.45 -2.09 3.14 0.292
```

Its total charge is +3. Its frontier orbital gap is 4.7 eV. The spin multiplicity is 1. Its strongest force on any atom is 0.1680 Eh/bohr. The HOMO energy is -0.760 Ha.



No. 4
Density functional theory data (ωB97M-V/def2-TZVPD) for a cluster of 22 separate species, C9H60NO22 in total at a distorted geometry.

```
92
Properties=species:S:1:pos:R:3:mulliken_charge:R:1
C 0.01 2.78 -0.80 -1.449
C 0.74 1.43 -1.02 2.692
C 1.71 1.17 0.14 -1.424
C 0.99 0.80 1.41 0.871
C 0.16 -0.45 1.20 -1.825
C -0.84 -0.25 0.01 2.881
N -0.15 0.26 -1.19 0.900
O -0.94 0.31 -2.36 -0.273
C -2.05 0.58 0.47 -1.364
C -1.29 -1.66 -0.31 -1.908
C 1.61 1.51 -2.29 -2.738
H -0.54 2.75 0.14 -0.422
H -0.76 2.91 -1.56 0.308
H 0.73 3.59 -0.78 0.774
H 2.26 2.06 0.44 0.116
H 2.40 0.36 -0.08 0.331
H 0.33 1.60 1.76 -0.336
H 1.70 0.57 2.21 0.172
H -0.42 -0.71 2.09 0.456
H 0.82 -1.31 1.04 0.310
H -1.79 1.49 0.99 -0.480
H -2.71 0.00 1.13 0.338
H -2.74 0.71 -0.36 0.431
H -1.90 -2.18 0.44 -0.015
H -0.41 -2.24 -0.58 0.597
H -2.00 -1.70 -1.14 -0.237
H 2.01 0.53 -2.55 0.080
H 2.40 2.25 -2.17 0.526
H 1.14 1.82 -3.23 0.481
O 3.07 -2.83 4.21 -0.670
H 3.03 -2.14 3.53 0.325
H 2.43 -3.50 3.91 0.392
O -2.24 -4.10 -2.83 -0.659
H -3.11 -3.83 -3.14 0.331
H -2.09 -3.56 -2.04 0.336
O 0.64 -2.00 -3.03 -0.632
H 0.13 -1.25 -2.64 0.308
H -0.02 -2.53 -3.48 0.230
O 1.94 4.83 1.16 -0.683
H 2.21 4.05 0.68 0.364
H 1.84 4.52 2.08 0.383
O 4.56 -1.58 -0.21 -0.676
H 3.78 -2.06 -0.54 0.455
H 4.26 -1.17 0.62 0.295
O 4.54 1.43 -5.19 -0.644
H 4.60 1.89 -4.35 0.299
H 4.50 0.49 -4.94 0.320
O 2.40 -3.26 -1.28 -0.712
H 3.00 -3.78 -1.82 0.269
H 1.86 -2.75 -1.93 0.429
O -4.55 2.91 2.40 -0.627
H -4.69 2.05 1.94 0.414
H -5.40 3.36 2.35 0.268
O 3.17 -1.62 -4.26 -0.639
H 2.40 -1.29 -3.76 0.431
H 2.85 -2.43 -4.67 0.286
O 0.33 4.48 -3.76 -0.729
H -0.61 4.63 -3.84 0.293
H 0.41 3.65 -3.28 0.352
O -1.94 -3.86 2.89 -0.553
H -2.32 -4.49 3.51 0.264
H -2.50 -3.08 2.97 0.254
O -0.09 1.30 5.40 -0.666
H -0.40 1.46 4.49 0.399
H -0.41 2.06 5.89 0.291
O -1.93 -5.77 0.85 -0.647
H -1.72 -5.00 1.40 0.399
H -2.61 -5.46 0.24 0.277
O -5.30 0.33 2.06 -0.611
H -5.65 0.25 2.95 0.301
H -5.03 -0.56 1.83 0.260
O 2.48 3.30 3.49 -0.600
H 2.39 3.58 4.40 0.287
H 2.40 2.34 3.52 0.302
O -1.55 2.63 3.43 -0.616
H -1.30 3.01 2.58 0.276
H -2.51 2.65 3.43 0.274
O 4.64 -1.12 2.57 -0.580
H 5.08 -0.43 3.09 0.240
H 5.29 -1.83 2.51 0.301
O 1.25 -4.58 2.83 -0.682
H 0.52 -4.02 2.56 0.347
H 0.84 -5.42 3.05 0.299
O -3.63 -0.55 -2.94 -0.692
H -2.74 -0.14 -2.92 0.282
H -3.91 -0.56 -2.02 0.298
O -2.01 2.03 -4.91 -0.675
H -2.94 1.79 -4.91 0.312
H -1.62 1.45 -4.23 0.287
O -3.06 2.42 -1.98 -0.652
H -2.97 2.99 -1.21 0.374
H -2.44 1.68 -1.82 -0.254
```

Its total charge is -1. Its frontier orbital gap is 5.2 eV. The spin multiplicity is 1. Its strongest force on any atom is 0.0334 Eh/bohr. The HOMO energy is -0.153 Ha.



No. 5
Density functional theory data (ωB97M-V/def2-TZVPD) for a cluster of 22 separate species, C9H60NO22 in total at a distorted geometry.

```
92
Properties=species:S:1:pos:R:3:mulliken_charge:R:1
C -0.53 2.64 1.43 -1.681
C -0.65 2.49 -0.12 1.550
C 0.55 3.21 -0.74 -1.265
C 1.75 2.30 -0.76 -0.848
C 1.43 1.06 -1.55 -1.105
C 0.24 0.16 -0.93 1.584
N -0.85 1.13 -0.64 0.319
O -2.06 0.47 -0.07 -0.935
C 0.84 -0.64 0.28 -1.600
C -0.20 -0.85 -2.03 -1.794
C -1.76 3.46 -0.50 -1.869
H 0.23 1.99 1.86 0.305
H -1.48 2.37 1.90 0.358
H -0.13 3.63 1.66 0.400
H 0.81 4.05 -0.10 0.418
H 0.45 3.76 -1.68 0.406
H 1.96 2.04 0.28 0.307
H 2.61 2.85 -1.14 0.406
H 2.37 0.52 -1.44 0.447
H 1.43 1.30 -2.62 0.325
H 1.82 -1.06 0.04 0.348
H 0.20 -1.49 0.54 0.366
H 0.93 -0.16 1.25 0.275
H 0.56 -1.42 -2.56 0.349
H -0.68 -0.31 -2.85 0.413
H -0.95 -1.55 -1.68 0.339
H -1.67 4.41 0.04 0.373
H -2.77 3.17 -0.22 0.353
H -1.86 3.52 -1.59 0.458
O 6.32 -0.25 -6.96 -0.640
H 6.27 -0.83 -6.20 0.318
H 5.45 -0.30 -7.36 0.322
O -2.16 -2.37 5.27 -0.654
H -1.32 -2.37 5.72 0.310
H -2.08 -1.69 4.59 0.340
O -5.87 6.21 -6.06 -0.637
H -5.35 6.66 -5.40 0.320
H -6.76 6.23 -5.72 0.316
O 2.82 0.88 6.89 -0.642
H 3.39 0.14 6.64 0.317
H 3.16 1.62 6.39 0.323
O -3.91 -7.17 -5.33 -0.647
H -4.31 -6.92 -4.49 0.324
H -3.11 -7.62 -5.09 0.323
O -4.83 5.30 9.22 -0.641
H -4.20 4.63 8.97 0.327
H -4.73 5.38 10.17 0.313
O 3.94 -7.16 -0.96 -0.634
H 4.71 -7.37 -1.48 0.313
H 4.26 -7.18 -0.05 0.319
O 6.68 7.57 -0.09 -0.642
H 6.17 6.84 -0.44 0.325
H 6.17 7.90 0.64 0.316
O -6.79 -3.02 4.24 -0.648
H -6.78 -2.16 3.83 0.324
H -6.05 -3.01 4.85 0.323
O 0.39 9.96 -5.48 -0.640
H 0.63 9.32 -4.81 0.325
H -0.23 10.54 -5.05 0.315
O -2.73 -6.91 2.75 -0.643
H -2.92 -5.97 2.73 0.322
H -3.09 -7.24 1.92 0.321
O -7.86 2.36 2.91 -0.645
H -7.18 2.25 2.25 0.333
H -8.44 3.03 2.55 0.312
O 0.37 -9.49 -3.94 -0.636
H 0.95 -8.77 -3.67 0.326
H 0.92 -10.27 -3.89 0.311
O -2.15 -4.20 -8.47 -0.642
H -1.70 -5.03 -8.61 0.311
H -2.73 -4.36 -7.73 0.330
O 5.76 -7.07 3.80 -0.630
H 5.92 -7.80 4.39 0.313
H 5.25 -6.45 4.31 0.320
O 4.34 5.48 6.48 -0.631
H 4.97 5.25 7.17 0.317
H 4.80 6.12 5.94 0.315
O -4.65 0.82 -4.97 -0.657
H -4.38 0.41 -4.15 0.343
H -4.66 1.76 -4.78 0.313
O 8.42 3.06 -3.22 -0.640
H 8.25 2.42 -3.91 0.321
H 8.47 2.54 -2.42 0.318
O -2.62 1.17 8.02 -0.644
H -1.70 1.39 7.86 0.322
H -2.87 0.66 7.25 0.325
O -6.18 -4.51 -1.39 -0.653
H -6.80 -4.23 -0.71 0.317
H -5.51 -3.83 -1.40 0.336
O 8.80 -5.09 0.26 -0.639
H 8.39 -4.99 -0.60 0.318
H 8.09 -5.36 0.84 0.319
```

Its total charge is -1. Its frontier orbital gap is 3.6 eV. The spin multiplicity is 1. Its strongest force on any atom is 0.0451 Eh/bohr. The HOMO energy is -0.079 Ha.